Molecular formula: C25H42BrNOP2Sr
Method: DFT, ωB97M-V with the def2-TZVPD basis set

Results
Electronic energy in eV: -119584.297
Charge: +2
Orbital gap (alpha / beta) in eV: 5.33 / 5.33
E_HOMO (alpha / beta) in eV: -12.5 / -12.5
ΔE to the lowest compared entry with this formula, charge and spin in kcal per mole: 14.33
E_LUMO (alpha / beta) in eV: -7.15 / -7.15

Structure (XYZ):
```
73
Properties=species:S:1:pos:R:3:mulliken_charge:R:1
H -3.99 -1.52 0.70 0.313
H 3.61 4.22 1.37 0.409
H 3.81 -1.53 1.45 0.271
H 6.12 -1.06 2.21 0.372
H -1.40 2.31 -3.05 0.551
C -3.95 -2.61 0.69 -1.288
C -3.50 4.14 -3.12 -0.433
H -0.10 -3.22 2.62 0.414
H -2.34 -5.34 2.24 0.338
H -2.72 -2.63 -1.10 0.462
H -3.18 5.77 -0.11 0.381
H -1.60 3.75 -0.25 0.457
Sr 0.72 3.36 -1.40 1.842
H 0.43 3.09 1.72 0.166
H 0.84 -1.48 -1.06 1.017
C 4.19 -1.46 -1.23 -1.536
C 3.32 2.11 0.92 1.369
C -1.95 0.95 0.08 -1.434
O 0.47 2.70 0.82 -0.452
H -0.32 -3.03 -2.41 0.256
C 4.05 -0.55 1.88 0.271
C 5.27 -0.69 2.78 -1.513
H -0.03 -4.87 0.06 0.479
H 5.00 3.18 1.81 0.349
C -4.73 4.73 -3.46 -0.405
C -1.32 -5.04 2.50 -1.304
H 0.37 0.54 -2.39 0.324
H 4.18 -2.26 -0.47 0.307
C -1.46 2.41 -1.94 -2.417
H -1.18 -5.27 3.56 0.410
H 3.82 -1.89 -2.17 0.424
H 2.76 1.88 1.85 0.354
C 3.37 -0.23 -0.80 0.883
H -4.87 -2.96 0.21 0.412
H 0.39 1.71 0.94 0.189
P -1.14 -2.91 0.58 1.088
H -1.81 -2.94 2.86 0.549
H 3.16 -0.26 2.47 -0.158
H 2.40 -0.50 -0.36 -0.696
C 0.04 -0.80 -0.73 -1.452
H -2.84 -4.22 -0.28 0.500
C -1.88 3.61 -1.32 0.563
H -1.27 -4.50 -2.05 0.364
H -3.01 3.45 -3.80 0.270
C -1.18 1.26 -1.08 1.063
H -5.37 6.64 -0.89 0.392
C -0.14 0.37 -1.42 0.833
C 4.21 3.34 1.06 -1.421
H 3.20 0.44 -1.66 0.394
C 0.02 -3.87 -0.40 -0.738
P 4.31 0.67 0.47 -0.347
C -0.31 -3.99 -1.89 -1.236
H 5.04 -1.42 3.57 0.409
H 5.55 0.25 3.26 0.320
H 1.03 -3.49 -0.21 0.303
C -1.10 -3.54 2.28 -0.582
H -0.61 -5.66 1.94 0.341
H 4.71 3.58 0.11 0.375
C -3.59 5.42 -1.05 -0.548
C -4.80 5.94 -1.49 -0.391
H -2.37 -0.42 1.68 0.983
C -2.96 4.43 -1.84 -0.078
C -1.76 -0.20 0.79 -1.617
H -5.22 4.46 -4.39 0.373
H 0.45 -4.62 -2.37 0.446
H -3.95 -2.97 1.72 0.368
H -2.73 1.67 0.34 0.628
C -0.67 -1.12 0.48 0.540
C -2.76 -3.13 -0.12 -0.647
H 2.58 2.25 0.10 -1.247
N -5.35 5.59 -2.65 -0.531
H 5.25 -1.17 -1.39 0.457
Br 0.79 -0.90 2.21 -0.110
```